This record from OMol25 describes a gas-phase ion, CH4ClN2O (charge +1) in a non-equilibrium geometry. The level of theory is ωB97M-V with the def2-TZVPD basis set.

```
! RIJCOSX wB97M-V def2-TZVPD def2/J DEFGRID3
* xyz 1 1
N 0.23 1.14 1.19
C -0.51 -0.23 0.32
Cl -1.96 -0.64 1.04
N 0.00 -0.71 -0.74
O 1.04 -0.39 -1.54
H -0.42 1.56 1.89
H 0.45 1.89 0.51
H -0.47 -1.54 -1.20
H 1.64 -1.09 -1.46
*
```

As for the energy above the lowest of the compared OMol25 structures with the same formula, charge and spin: 68.7 kcal/mol. As for the SMILES: [NH2+]=C(Cl)NO. The largest force on an atom comes out at 0.1558 Eh/bohr. As for the total energy: -18640.7515 eV. As for the frontier orbital gap: 10.50 eV.